[1]
Molecular formula: H7PSi2
Method: DFT, ωB97M-V with the def2-TZVPD basis set

Geometry as ORCA input:
```
! wB97M-V def2-TZVPD RIJCOSX def2/J DEFGRID3
* xyz 0 3
Si -1.79 0.30 0.19
Si 1.83 0.04 0.02
P -0.23 -1.24 -0.32
H -1.80 1.52 -0.48
H -1.62 0.88 1.48
H -3.01 -0.32 -0.24
H 2.56 -1.27 0.22
H 1.52 0.48 1.34
H -0.28 -1.32 -1.75
H 2.83 0.92 -0.45
*
```

Properties
Strongest force on any atom in eV/Å: 2.13
<S²>: 2.005
Kohn-Sham gap (alpha / beta) in Eh: 0.23382 / 0.23473
HOMO (alpha / beta) in eV: -5.579 / -9.868
LUMO level (alpha / beta) in eV: 0.783 / -3.481
ΔE to the lowest compared entry with this formula, charge and spin in kcal/mol: 4.5

***

[2]
Molecular formula: H80O40
Method: DFT, ωB97M-V with the def2-TZVPD basis set

Geometry as ORCA input:
```
! wB97M-V def2-TZVPD RIJCOSX def2/J DEFGRID3
* xyz -1 2
H -5.25 -0.21 4.02
H -3.93 -0.90 4.06
O -4.45 -0.09 4.47
H -4.20 -4.29 -0.84
H -2.79 -3.63 -0.44
O -3.50 -3.79 -1.11
H -2.02 -0.31 -6.38
H -0.76 -1.24 -6.41
O -1.10 -0.27 -6.56
H 4.09 -2.45 -1.16
H 4.30 -1.13 -0.11
O 4.00 -1.39 -1.01
H 1.09 1.25 -6.47
H 2.15 1.93 -5.60
O 1.97 1.08 -6.02
H 2.93 -4.85 4.17
O 2.71 -4.09 3.66
H -0.23 -3.88 -0.37
O -0.56 -3.07 -0.03
H 3.88 3.60 -2.52
H 5.28 4.04 -1.91
O 4.34 3.87 -1.71
H -4.76 3.90 0.65
H -3.56 4.96 0.61
O -4.45 4.79 0.70
H 1.41 2.70 -3.63
H 2.10 3.83 -4.29
O 2.27 2.97 -3.94
H -2.99 -2.24 2.22
H -2.32 -1.01 2.11
O -2.43 -1.64 2.76
H -1.10 3.51 0.91
O -1.98 3.53 0.34
H 4.32 4.23 2.00
H 4.71 3.17 2.81
O 4.19 3.91 2.91
H 0.45 4.87 -3.02
H -0.22 3.82 -2.12
O 0.60 4.08 -2.61
H 1.69 2.19 4.08
H 1.26 2.82 5.29
O 2.10 2.41 4.96
H -0.99 -1.53 -1.00
H -2.46 -1.01 -1.79
O -1.43 -1.04 -1.79
H 3.34 -5.76 -1.04
H 4.47 -4.71 -0.54
O 4.12 -5.65 -0.41
H -1.37 -3.96 -4.71
H -0.81 -2.89 -3.83
O -0.61 -3.54 -4.31
H -0.93 1.21 -4.73
O -0.68 1.44 -3.83
H 1.54 5.39 3.77
H 0.14 5.22 3.23
O 0.86 4.75 3.63
H -5.42 1.03 2.19
O -4.98 0.71 1.40
H -2.08 -3.72 0.89
H -2.46 -4.62 2.06
O -2.77 -3.96 1.45
H -2.95 -0.12 0.55
H -1.88 0.32 1.70
O -2.07 0.01 0.69
H 2.64 4.04 0.61
H 4.02 3.42 -0.16
O 3.56 3.81 0.54
H -0.17 -5.62 -1.76
H -0.19 -4.39 -3.02
O -0.10 -4.66 -2.03
H -3.46 3.61 -3.14
H -2.52 3.15 -1.98
O -3.24 2.91 -2.52
H 4.34 -2.90 2.73
H 4.30 -1.52 2.14
O 4.03 -2.03 2.83
H -1.92 0.54 5.05
H -0.54 0.19 4.96
O -1.03 0.92 5.09
H 1.35 1.65 -1.20
H 2.36 2.39 -1.94
O 2.23 1.59 -1.33
H -6.10 -1.54 0.29
H -4.68 -1.63 -0.33
O -5.26 -1.93 0.30
H 3.48 -0.06 -4.99
H 2.07 -0.95 -5.02
O 3.08 -1.00 -4.89
H 2.70 2.50 2.12
O 1.77 2.51 1.84
H -0.56 0.72 -1.60
H -0.37 1.40 -0.27
O -0.32 1.43 -1.15
H -1.52 1.41 -3.39
H 2.99 -3.31 4.07
H -5.10 -0.23 1.39
H 0.27 -2.71 0.42
H -2.11 2.59 0.16
H 1.38 1.79 1.22
O -4.57 -1.73 -2.35
H -4.11 -2.53 -1.96
H -5.20 -1.95 -3.10
O 0.10 -1.42 4.36
H 0.70 -0.86 3.78
H -0.29 -2.08 3.82
O 1.46 -1.38 0.07
H 2.13 -0.83 -0.37
H 0.72 -1.00 -0.43
O 2.42 0.36 3.53
H 2.51 -0.57 3.58
H 3.13 0.77 4.14
O -0.78 3.26 3.06
H -0.33 3.10 3.85
H -1.55 3.78 3.35
O 1.54 -2.91 -4.04
H 1.78 -3.66 -4.48
H 1.92 -2.61 -3.24
O -0.68 -4.32 3.42
H -0.66 -5.06 4.12
H 0.27 -4.10 3.21
*
```

Properties
Strongest force on any atom in eV/Å: 12.20
<S²>: 0.751
Kohn-Sham gap (alpha / beta) in Eh: 0.06489 / 0.33894
HOMO (alpha / beta) in eV: -0.081 / -7.567
LUMO level (alpha / beta) in eV: 1.685 / 1.656
ΔE to the lowest compared entry with this formula, charge and spin in kcal/mol: 198.3

***

[3]
Molecular formula: H80O40
Method: DFT, ωB97M-V with the def2-TZVPD basis set

Geometry as ORCA input:
```
! wB97M-V def2-TZVPD RIJCOSX def2/J DEFGRID3
* xyz 0 1
H -0.26 3.29 -4.39
H -0.92 2.54 -5.59
O -0.29 3.15 -5.36
H -2.62 0.17 2.46
H -2.06 -0.18 1.29
O -2.93 0.02 1.57
H 4.03 2.94 -2.94
H 3.81 2.97 -1.16
O 3.96 3.25 -2.08
H 1.74 -5.50 -2.94
H 2.03 -5.53 -1.43
O 2.42 -5.14 -2.32
H -1.10 1.81 2.04
H -1.77 2.83 1.61
O -0.92 2.83 1.98
H 2.49 0.37 3.72
O 2.04 -0.55 3.94
H 5.90 -1.74 -0.36
O 5.63 -2.37 -1.07
H 1.26 -0.88 -0.44
H 1.16 0.67 -0.29
O 0.86 -0.15 -0.03
H 4.06 0.76 0.91
H 4.65 1.49 2.25
O 4.85 1.23 1.33
H 1.25 2.88 2.34
H 2.71 3.54 2.54
O 2.18 2.73 2.45
H 0.47 4.33 4.78
H 1.09 3.51 3.56
O 0.97 3.57 4.55
H -0.69 5.89 -2.39
O -0.94 5.22 -1.85
H -1.19 1.02 -1.52
H -1.72 0.58 -2.84
O -0.93 0.65 -2.40
H 2.31 3.94 -3.91
H 3.12 4.97 -3.41
O 2.30 4.90 -3.82
H 0.00 2.21 -2.67
H 1.28 3.06 -2.42
O 0.38 3.11 -2.75
H -1.11 -1.54 -4.16
H -1.06 -3.13 -3.73
O -1.57 -2.39 -4.03
H -1.69 -4.30 3.31
H -1.47 -5.26 4.20
O -2.15 -5.09 3.57
H -3.69 -0.99 -0.76
H -2.43 -1.27 -1.14
O -3.22 -0.94 -1.56
H -4.72 1.80 1.17
O -5.14 1.81 0.35
H -0.76 -4.57 -0.08
H 0.45 -5.44 -0.55
O 0.15 -4.57 -0.39
H -4.67 -2.15 2.96
O -4.79 -1.25 3.15
H 3.68 2.59 0.66
H 2.18 2.50 0.45
O 2.99 2.94 0.16
H 0.91 -1.26 -4.81
H 0.06 -0.85 -3.60
O 1.05 -0.90 -3.86
H -3.05 -3.28 -3.16
H -3.88 -4.51 -2.74
O -3.03 -4.22 -3.09
H 1.59 5.01 0.81
H 0.27 4.90 0.25
O 0.79 5.55 0.79
H 2.91 1.26 -1.33
H 2.58 0.83 -2.78
O 2.25 1.34 -2.02
H 3.85 -3.95 1.57
H 4.38 -5.29 1.17
O 3.63 -4.89 1.73
H -0.76 -5.42 -3.30
H -0.01 -5.39 -4.63
O -0.39 -4.90 -3.97
H 1.55 0.50 -6.70
H 0.44 1.05 -5.73
O 0.64 0.39 -6.37
H -3.37 -0.85 4.84
H -2.70 -1.38 6.22
O -2.69 -0.61 5.61
H -3.21 5.90 0.97
H -2.12 6.34 -0.07
O -3.12 6.18 0.12
H -1.74 3.76 -2.07
O -2.54 3.17 -2.33
H 1.43 -4.92 3.05
H 0.29 -5.23 1.94
O 0.58 -5.44 2.88
H -5.08 2.73 0.12
H 1.27 -0.27 4.35
H -5.23 -0.68 2.50
H 4.88 -2.11 -1.63
H -0.38 4.37 -1.82
H -2.75 3.77 -3.04
O 0.71 1.61 6.38
H 1.10 2.34 5.88
H 1.57 1.12 6.60
O -0.86 -1.33 1.88
H -0.13 -0.98 2.36
H -0.88 -2.30 2.10
O -0.74 -2.10 5.05
H -1.17 -1.24 5.37
H -0.51 -1.85 4.16
O 0.21 -2.19 -1.63
H -0.66 -2.10 -2.14
H 0.15 -3.15 -1.64
O -1.24 1.06 3.67
H -1.12 1.91 4.02
H -1.83 0.51 4.19
O -4.28 -4.21 1.59
H -3.97 -4.21 2.45
H -5.08 -4.11 1.18
O 3.10 -1.28 -2.02
H 2.34 -0.71 -1.98
H 2.80 -2.12 -2.47
*
```

Properties
Strongest force on any atom in eV/Å: 5.41
Kohn-Sham gap in Eh: 0.37410
HOMO in eV: -10.796
LUMO level in eV: -0.616
ΔE to the lowest compared entry with this formula, charge and spin in kcal/mol: 304.8

***

[4]
Molecular formula: H80O40
Method: DFT, ωB97M-V with the def2-TZVPD basis set

Geometry as ORCA input:
```
! wB97M-V def2-TZVPD RIJCOSX def2/J DEFGRID3
* xyz 0 1
H 4.87 -3.36 2.76
H 5.32 -1.70 2.98
O 4.73 -2.44 2.95
H -4.55 0.43 -3.37
H -4.64 1.24 -1.91
O -4.71 1.21 -2.85
H 4.24 2.01 -2.34
H 4.54 3.35 -1.68
O 4.25 2.46 -1.46
H 0.62 2.44 4.58
H 1.55 3.64 5.04
O 0.83 3.41 4.46
H -1.70 -0.16 -3.69
H -1.15 -1.34 -3.03
O -1.95 -0.80 -2.99
H -2.78 -5.61 1.41
O -2.11 -5.09 0.96
H 0.47 1.74 -0.42
O -0.31 1.41 0.04
H -5.47 -3.29 2.19
H -4.99 -2.16 1.46
O -4.91 -3.12 1.40
H 1.69 -6.65 0.13
H 2.79 -5.84 -0.25
O 2.27 -6.56 -0.65
H -1.51 3.73 0.71
H -0.19 3.54 0.35
O -0.81 4.28 0.29
H -0.51 -1.50 2.93
H -1.18 -2.74 3.81
O -0.72 -1.90 3.77
H -3.35 -2.99 0.06
O -3.03 -2.35 -0.57
H 0.94 -2.89 3.76
H 1.39 -2.59 2.44
O 1.29 -3.39 2.99
H -1.17 0.05 -5.78
H 0.17 -0.39 -5.54
O -0.41 0.31 -5.21
H -0.50 -4.16 -1.21
H 0.43 -3.16 -0.77
O -0.20 -3.28 -1.50
H -3.68 -1.80 -3.08
H -4.68 -1.63 -2.11
O -4.64 -1.98 -2.99
H -5.86 -0.49 1.32
H -5.29 0.08 2.53
O -6.15 -0.25 2.23
H 4.78 -0.79 -1.81
H 3.82 -1.30 -2.73
O 3.92 -1.23 -1.77
H 1.56 5.56 2.71
O 1.78 6.02 1.89
H -5.43 -1.13 -0.90
H -4.39 -0.31 -0.49
O -5.39 -0.36 -0.31
H 0.74 1.98 -4.28
O 1.44 2.47 -4.72
H 5.05 1.11 0.34
H 3.78 1.41 0.88
O 4.66 1.14 1.22
H 4.95 -2.89 0.41
H 4.26 -3.51 -0.69
O 4.47 -3.71 0.24
H -3.10 1.23 4.18
H -3.69 0.31 5.20
O -3.74 1.23 4.90
H -2.02 0.86 -0.87
H -2.76 -0.27 -1.38
O -2.94 0.58 -0.89
H -3.84 -3.69 3.60
H -2.68 -3.01 4.19
O -2.89 -3.84 3.73
H 3.12 5.73 -0.48
H 1.66 5.75 -0.72
O 2.36 5.13 -0.43
H 1.53 -2.71 1.18
H 2.77 -2.33 0.26
O 1.89 -2.04 0.56
H 1.69 1.18 1.41
H 2.67 0.51 2.39
O 1.80 0.90 2.32
H 2.56 1.67 -1.00
H 2.87 0.32 -0.87
O 2.50 1.02 -0.27
H -3.26 0.31 1.53
H -1.98 0.66 2.33
O -2.52 -0.08 2.01
H 0.99 -0.54 4.63
O 1.62 -0.24 5.30
H -1.73 4.04 3.93
H -3.29 3.59 3.56
O -2.35 3.41 3.55
H 2.24 5.36 1.35
H -1.76 -4.43 1.57
H 1.56 2.26 -5.65
H -0.07 0.52 0.31
H -2.22 -2.44 -1.04
H 2.49 -0.56 5.03
O 6.72 -0.02 -1.30
H 6.89 0.92 -1.40
H 6.03 -0.01 -0.63
O 0.03 6.50 -0.87
H 0.41 6.31 0.01
H -0.63 5.76 -0.91
O 0.19 2.85 -2.26
H 0.62 3.52 -2.81
H -0.69 3.08 -1.94
O 2.09 -3.70 -3.21
H 2.18 -3.73 -2.27
H 1.23 -3.38 -3.47
O -0.16 -2.96 -4.74
H 0.54 -2.30 -4.80
H -0.52 -2.74 -3.88
O 0.62 -0.53 -2.28
H 0.92 -0.42 -1.36
H 0.61 0.44 -2.40
O -1.93 4.90 -3.04
H -1.23 5.47 -2.70
H -2.63 5.52 -3.28
*
```

Properties
Strongest force on any atom in eV/Å: 2.87
Kohn-Sham gap in Eh: 0.33830
HOMO in eV: -10.179
LUMO level in eV: -0.974
ΔE to the lowest compared entry with this formula, charge and spin in kcal/mol: 200.9

***

[5]
Molecular formula: H80O40
Method: DFT, ωB97M-V with the def2-TZVPD basis set

Geometry as ORCA input:
```
! wB97M-V def2-TZVPD RIJCOSX def2/J DEFGRID3
* xyz 0 1
H -1.49 4.25 4.06
H -0.12 3.91 4.29
O -0.69 4.08 3.53
H 4.70 0.97 2.69
H 3.87 2.30 3.16
O 4.73 1.87 3.01
H -2.70 0.29 -3.66
H -3.20 1.68 -4.12
O -3.50 0.81 -3.82
H 1.41 -5.07 -1.14
H 0.65 -3.98 -2.00
O 1.51 -4.29 -1.70
H 0.19 -1.56 4.29
H 0.72 -1.70 2.71
O 0.53 -2.09 3.56
H 0.91 1.27 5.46
O 0.49 2.04 5.86
H 3.41 -2.11 2.77
O 3.98 -1.89 2.03
H 2.71 -1.78 0.49
H 2.20 -2.76 -0.53
O 2.40 -1.82 -0.42
H -4.33 -0.19 3.49
H -3.21 0.62 4.26
O -3.99 0.68 3.68
H 2.76 0.66 6.42
H 2.94 -0.59 5.49
O 2.73 -0.30 6.38
H 5.14 -1.27 0.19
H 6.41 -1.25 -0.80
O 5.47 -1.37 -0.71
H 2.40 -4.50 -0.02
O 2.69 -5.30 0.44
H -1.32 -0.08 2.81
H -0.40 0.85 1.93
O -0.40 0.17 2.62
H -0.10 3.76 1.08
H -0.05 2.94 2.23
O -0.04 2.81 1.26
H -0.14 -2.50 -6.76
H 0.66 -3.07 -5.66
O -0.05 -2.44 -5.79
H -6.75 2.07 0.86
H -6.76 0.55 1.09
O -6.87 1.23 0.42
H 0.77 -3.04 1.70
H -0.47 -2.53 0.95
O 0.44 -2.89 0.81
H -2.48 1.91 -0.76
H -1.27 2.65 -1.04
O -2.23 2.79 -1.09
H -6.13 1.98 -1.88
O -6.55 1.18 -2.21
H -1.96 -6.56 -0.48
H -1.78 -5.07 -0.52
O -2.48 -5.75 -0.41
H 0.60 -3.40 -2.63
O 0.40 -3.65 -3.55
H 1.03 2.20 -2.21
H 0.70 2.76 -0.89
O 0.52 1.93 -1.38
H -1.28 -3.88 -2.08
H -0.89 -2.88 -1.16
O -0.74 -3.86 -1.26
H -2.54 3.45 -3.97
H -2.15 2.54 -2.93
O -1.73 2.94 -3.74
H -3.54 -2.09 2.10
H -3.00 -1.53 0.57
O -3.24 -1.42 1.50
H -4.88 -2.32 0.32
H -6.23 -2.29 -0.49
O -5.55 -1.75 -0.08
H 2.05 4.55 0.12
H 1.05 4.95 -1.20
O 1.20 4.57 -0.33
H 0.84 4.43 -3.47
H 0.14 5.75 -3.39
O 1.02 5.37 -3.32
H 2.34 2.60 -3.42
H 3.21 3.24 -2.35
O 2.28 3.28 -2.70
H -3.56 -4.14 1.71
H -3.72 -4.47 0.21
O -3.78 -3.74 0.86
H -0.20 -0.56 -0.54
H -1.71 -0.40 -0.65
O -0.97 -0.83 -1.13
H 0.85 1.00 -0.24
O 0.83 0.21 0.39
H 2.73 0.09 2.85
H 1.33 -0.02 3.49
O 2.26 0.14 3.69
H -5.89 0.51 -2.39
H 1.19 2.63 6.17
H 1.03 -4.40 -3.53
H 4.90 -2.13 2.10
H 3.64 -5.24 0.22
H 1.31 -0.63 0.19
O -4.58 4.22 -1.95
H -5.39 4.06 -2.43
H -3.94 3.70 -1.45
O 2.65 0.08 -3.01
H 3.11 -0.10 -2.19
H 1.90 -0.53 -3.03
O 2.09 -4.76 -4.07
H 1.94 -3.84 -3.88
H 1.83 -5.26 -3.30
O -3.32 -0.29 -0.78
H -3.98 -0.02 -0.11
H -3.53 -0.95 -1.44
O 2.26 4.87 3.32
H 2.51 5.66 2.84
H 1.60 4.22 3.10
O 4.34 1.72 0.36
H 3.53 2.04 0.78
H 4.94 2.25 0.89
O 4.80 2.48 -2.20
H 4.73 1.54 -2.00
H 5.31 2.82 -1.45
*
```

Properties
Strongest force on any atom in eV/Å: 7.07
Kohn-Sham gap in Eh: 0.34938
HOMO in eV: -10.043
LUMO level in eV: -0.536
ΔE to the lowest compared entry with this formula, charge and spin in kcal/mol: 338.5